Entry from OMol25: a molecular structure, C40H23ClF11N2O6PPt (wB97M-V/def2-TZVPD).

Structure (XYZ):
```
85
Properties=species:S:1:pos:R:3:lowdin_charge:R:1
Pt 0.55 0.45 0.36 1.2515
O -4.26 3.84 0.44 0.1317
C -3.78 3.78 1.66 -0.5217
O -4.38 4.17 2.62 0.0762
C -2.42 3.16 1.82 -0.0451
C -1.73 3.09 3.02 -0.5766
Cl -2.07 3.80 4.52 0.8598
N -0.62 2.35 2.84 -0.0462
N -0.54 1.95 1.55 0.0382
C -1.62 2.42 0.94 -0.1218
C -1.79 2.08 -0.53 -0.5567
O -2.73 2.58 -1.15 0.0765
O -0.92 1.30 -1.00 -0.1176
C 0.42 2.13 3.80 -0.2238
C 1.67 2.67 3.58 -0.0103
C 2.65 2.51 4.54 -0.0583
C 2.37 1.83 5.71 -0.0746
C 1.11 1.29 5.92 -0.0684
C 0.13 1.43 4.96 -0.0388
H -3.66 3.40 -0.23 0.0511
H 1.87 3.21 2.66 0.1289
H 3.64 2.92 4.37 0.1163
H 3.14 1.71 6.47 0.1107
H 0.89 0.75 6.84 0.1131
H -0.86 1.02 5.11 0.1028
O 2.99 0.72 1.66 0.0606
C 1.97 0.09 1.69 -0.4852
C 1.62 -0.90 2.73 -0.2143
C 2.44 -1.00 3.86 -0.0150
C 2.11 -1.87 4.87 -0.0545
C 0.96 -2.65 4.76 -0.0438
C 0.18 -2.58 3.62 -0.0723
C 0.50 -1.70 2.58 -0.2336
P -0.64 -1.60 1.07 1.0117
C -2.08 -0.66 1.69 -0.2811
C -3.10 -0.28 0.81 -0.0831
C -4.22 0.38 1.27 -0.0425
C -4.35 0.68 2.62 -0.0566
C -3.34 0.32 3.50 -0.0654
C -2.22 -0.35 3.04 -0.0770
C -1.19 -3.36 1.26 -0.2980
C -0.27 -4.41 1.24 -0.1034
C -0.68 -5.72 1.41 -0.0584
C -2.02 -6.00 1.64 -0.0728
C -2.94 -4.96 1.68 -0.0697
C -2.53 -3.65 1.49 -0.0773
H 3.32 -0.37 3.90 0.1227
H 2.74 -1.95 5.75 0.1128
H 0.68 -3.32 5.55 0.1114
H -0.70 -3.21 3.56 0.1125
H -3.00 -0.49 -0.25 0.0980
H -4.99 0.68 0.57 0.1253
H -5.22 1.22 2.98 0.1196
H -3.43 0.55 4.55 0.1111
H -1.44 -0.62 3.74 0.0860
H 0.79 -4.20 1.10 0.1069
H 0.05 -6.52 1.38 0.1096
H -2.34 -7.02 1.78 0.1052
H -3.99 -5.17 1.87 0.1087
H -3.27 -2.86 1.52 0.1077
F 2.44 -2.33 0.39 0.0794
C 2.65 -1.55 -0.68 -0.2418
C 1.87 -0.43 -0.90 -0.1539
C 2.19 0.30 -2.04 -0.2350
F 1.53 1.43 -2.33 0.0831
C 3.20 -0.07 -2.92 -0.1422
F 3.45 0.66 -4.00 0.1299
C 3.94 -1.20 -2.67 -0.1379
F 4.91 -1.58 -3.50 0.1367
C 3.67 -1.95 -1.53 -0.1480
F 4.37 -3.05 -1.28 0.1277
C -1.20 -1.03 -2.86 0.0395
C -1.15 -2.18 -1.86 -0.2920
O -1.04 -1.58 -0.58 -0.2615
C 0.03 -3.14 -2.22 -0.5233
F -0.38 -4.17 -2.97 0.1758
F 0.98 -2.52 -2.93 0.1659
F 0.60 -3.65 -1.13 0.1549
C -2.49 -2.97 -1.97 -0.5441
F -2.46 -4.16 -1.37 0.1731
F -2.82 -3.17 -3.26 0.1621
F -3.48 -2.25 -1.42 0.1546
H -0.31 -0.41 -2.75 0.0767
H -2.06 -0.41 -2.65 0.1057
H -1.26 -1.41 -3.88 0.1116
```

Spin multiplicity ... 1
Frontier orbital gap ... 0.2841 Eh
Relative energy (zero: lowest compared OMol25 entry of this formula, charge and spin) ... 11.9 kcal/mol
Strongest force on any atom ... 0.01928 hartree/bohr
HOMO level ... -0.34173 Eh
Total charge ... 0



Entry from OMol25: 2 unconnected molecules or ions with the total composition C7H11P at a distorted geometry (wB97M-V/def2-TZVPD).

Structure (XYZ):
```
19
Properties=species:S:1:pos:R:3:nbo_charge:R:1
C -0.72 -2.01 -0.13 -0.4347
C 2.49 0.25 1.16 -0.2801
C 1.60 0.76 1.77 0.0112
C -0.79 -0.74 -0.28 -0.1792
C 0.37 1.34 2.24 -0.7190
C -0.24 -0.24 -2.60 -0.6147
C -0.35 0.33 -1.17 -0.4820
P -1.74 -1.28 1.18 0.4361
H -0.69 -3.04 -0.60 0.2461
H 3.15 -0.50 0.73 0.2429
H -0.82 -1.30 2.22 -0.0943
H -0.34 0.52 2.35 0.2483
H 0.51 1.70 3.26 0.2432
H -0.21 1.88 1.50 0.2470
H -1.09 -0.40 -3.25 0.2186
H -0.03 -1.34 -2.51 0.2095
H 0.54 0.26 -3.29 0.2150
H -1.01 1.31 -1.14 0.2230
H 0.70 0.70 -0.89 0.2631
```

Spin multiplicity ... 1
Frontier orbital gap ... 0.3537 Eh
Relative energy (zero: lowest compared OMol25 entry of this formula, charge and spin) ... 82.0 kcal/mol
Strongest force on any atom ... 0.06630 hartree/bohr
HOMO level ... -0.31998 Eh
Total charge ... 0



Entry from OMol25: 2 unconnected molecules or ions with the total composition C3H12N2O at a distorted geometry (wB97M-V/def2-TZVPD).

Structure (XYZ):
```
18
Properties=species:S:1:pos:R:3:nbo_charge:R:1
C 5.66 -0.87 -2.13 -0.0684
O 5.51 -1.84 -3.15 -0.7159
C 4.68 0.28 -2.34 -0.6357
H 5.47 -1.34 -1.17 0.1556
H 6.66 -0.41 -2.12 0.1554
H 6.32 -2.37 -3.09 0.4660
H 4.64 0.43 -3.43 0.2234
H 3.75 0.15 -1.80 0.2109
H 5.07 1.24 -2.01 0.2088
N -4.63 -0.49 2.00 -0.8408
C -5.46 0.28 2.87 -0.0603
N -5.97 1.59 2.48 -0.8536
H -5.10 -0.61 1.09 0.3442
H -3.72 -0.15 1.75 0.3556
H -6.33 -0.32 3.14 0.1740
H -4.89 0.47 3.78 0.1773
H -5.30 2.34 2.57 0.3540
H -6.36 1.62 1.55 0.3497
```

Spin multiplicity ... 1
Frontier orbital gap ... 0.3702 Eh
Relative energy (zero: lowest compared OMol25 entry of this formula, charge and spin) ... 18.4 kcal/mol
Strongest force on any atom ... 0.03397 hartree/bohr
HOMO level ... -0.33257 Eh
Total charge ... 0



Entry from OMol25: a molecular structure, C55H54N3O8P2PrSSi at a distorted geometry (wB97M-V/def2-TZVPD).

Structure (XYZ):
```
125
Properties=species:S:1:pos:R:3:mulliken_spin:R:1
Pr 9.73 14.20 14.63 1.9808
C 5.76 17.64 14.49 0.0000
Si 7.53 17.45 14.71 0.0020
C 7.81 17.84 16.55 0.0009
C 6.99 18.84 17.04 0.0006
C 6.89 19.11 18.39 -0.0001
C 7.67 18.42 19.30 0.0000
C 8.57 17.48 18.85 -0.0007
C 8.61 17.20 17.50 -0.0030
P 10.06 16.23 17.12 0.0071
C 10.30 14.80 18.21 -0.0014
C 11.52 14.16 18.19 -0.0001
C 11.80 13.09 19.03 0.0008
C 10.83 12.71 19.94 0.0006
C 9.59 13.32 19.93 0.0001
C 9.28 14.35 19.03 0.0021
C 11.34 17.38 17.57 -0.0010
C 12.32 17.09 18.51 -0.0003
C 13.13 18.11 18.96 0.0001
C 12.97 19.41 18.53 0.0000
C 11.94 19.72 17.65 0.0001
C 11.11 18.72 17.20 -0.0008
C 8.29 18.51 13.37 -0.0002
C 7.83 19.82 13.42 -0.0005
C 7.87 20.64 12.31 0.0000
C 8.47 20.18 11.15 -0.0001
C 9.01 18.91 11.11 -0.0004
C 9.02 18.10 12.25 0.0005
P 10.17 16.71 12.16 0.0065
C 11.80 17.46 12.05 -0.0024
C 12.91 16.64 12.26 -0.0004
C 14.19 17.17 12.37 0.0002
C 14.40 18.52 12.09 0.0000
C 13.30 19.32 11.87 -0.0001
C 12.01 18.81 11.88 -0.0003
C 9.94 16.09 10.48 -0.0005
C 8.67 16.08 9.90 0.0004
C 8.52 15.61 8.60 0.0001
C 9.62 15.20 7.87 -0.0001
C 10.87 15.23 8.45 0.0000
C 11.04 15.67 9.75 0.0000
H 5.48 18.72 14.39 0.0001
H 5.17 17.22 15.33 0.0002
H 5.44 17.13 13.54 0.0000
H 6.40 19.41 16.33 0.0000
H 6.20 19.87 18.73 0.0000
H 7.55 18.59 20.37 0.0000
H 9.27 16.99 19.53 0.0001
H 12.27 14.46 17.45 -0.0001
H 12.74 12.56 18.94 0.0001
H 11.02 11.90 20.64 0.0000
H 8.82 13.01 20.62 -0.0001
H 8.28 14.75 18.95 -0.0002
H 12.44 16.09 18.92 0.0000
H 13.92 17.86 19.66 0.0000
H 13.62 20.21 18.92 0.0000
H 11.79 20.74 17.32 0.0000
H 10.24 18.96 16.56 0.0001
H 7.43 20.19 14.37 0.0000
H 7.44 21.63 12.36 0.0000
H 8.50 20.81 10.27 0.0000
H 9.55 18.59 10.22 0.0000
H 12.78 15.56 12.36 0.0013
H 15.02 16.52 12.67 0.0001
H 15.42 18.92 12.09 0.0000
H 13.44 20.39 11.70 0.0000
H 11.17 19.48 11.71 -0.0001
H 7.81 16.43 10.46 -0.0001
H 7.51 15.54 8.17 0.0000
H 9.49 14.83 6.85 0.0000
H 11.76 14.93 7.91 0.0000
H 12.04 15.72 10.18 0.0000
O 15.55 11.98 14.58 -0.0040
C 14.49 12.48 14.90 -0.0022
C 13.24 11.71 15.57 0.0045
O 13.23 10.57 15.99 -0.0052
C 12.13 12.67 15.46 -0.0075
C 12.52 13.93 14.70 0.0186
O 11.90 15.05 15.10 -0.0004
C 14.09 13.97 14.69 0.0038
O 14.77 14.93 14.43 -0.0021
O 10.94 12.40 15.80 -0.0148
O 6.26 15.13 11.97 0.0000
H 5.56 14.45 12.09 0.0000
H 6.72 15.23 12.82 0.0014
O 10.87 17.36 14.63 -0.0034
H 11.68 16.82 14.76 -0.0007
H 11.13 18.31 14.53 0.0002
O 8.08 14.53 16.47 -0.0066
S 6.95 14.96 15.40 -0.0031
N 7.79 15.76 14.26 -0.0023
N 12.49 12.90 12.18 0.0017
C 11.93 13.52 13.07 0.0209
H 13.44 12.58 12.48 0.0016
C 6.48 7.74 14.56 0.0000
C 6.96 9.12 14.97 -0.0002
C 6.73 9.57 16.27 -0.0001
C 7.23 10.82 16.70 0.0013
C 7.12 11.34 18.12 0.0002
C 7.95 11.58 15.79 0.0022
C 8.07 11.24 14.39 0.0003
C 7.59 9.93 14.05 -0.0011
N 8.58 12.15 13.54 0.0039
C 8.73 11.83 12.12 -0.0048
C 7.40 11.37 11.47 -0.0002
C 9.82 10.75 11.91 0.0005
C 9.16 13.11 11.39 0.0050
H 6.03 7.20 15.41 0.0000
H 7.31 7.11 14.17 0.0000
H 5.71 7.82 13.77 0.0000
H 6.23 8.91 16.97 0.0000
H 6.19 11.00 18.60 0.0000
H 7.13 12.44 18.13 0.0000
H 7.96 11.00 18.74 0.0001
H 8.44 12.46 16.18 0.0003
H 7.69 9.57 13.05 0.0000
H 7.34 10.27 11.37 0.0001
H 7.33 11.80 10.45 -0.0002
H 6.54 11.72 12.08 -0.0001
H 9.62 9.84 12.51 0.0001
H 10.81 11.16 12.21 -0.0001
H 9.88 10.45 10.84 0.0001
H 8.38 13.88 11.52 -0.0004
H 9.31 12.92 10.30 0.0005
H 10.14 13.46 11.79 0.0005
```

Spin multiplicity ... 3
Frontier orbital gap (spin up / spin down) ... 0.1396 / 0.1395 Eh
Strongest force on any atom ... 0.07847 hartree/bohr
<S²> ... 2.003
HOMO level (spin up / spin down) ... -0.03771 / -0.03791 Eh
Total charge ... -2



Entry from OMol25: C3H5NOS in the gas phase at a distorted geometry (wB97M-V/def2-TZVPD).

Structure (XYZ):
```
11
Properties=species:S:1:pos:R:3:nbo_charge:R:1
C -0.12 1.18 0.14 -0.1490
C -1.42 0.70 -0.57 0.0839
C -0.28 -1.08 0.14 0.0898
N 0.61 0.04 0.40 -0.5680
O -1.42 -0.64 -0.59 -0.4911
S 2.21 -0.04 -0.37 0.1295
H 0.25 2.17 0.23 0.2232
H -2.29 1.25 -0.87 0.2069
H 0.22 -1.89 -0.41 0.1953
H -0.62 -1.46 1.11 0.1673
H 2.85 -0.23 0.79 0.1122
```

Spin multiplicity ... 1
Frontier orbital gap ... 0.2944 Eh
Relative energy (zero: lowest compared OMol25 entry of this formula, charge and spin) ... 77.5 kcal/mol
Strongest force on any atom ... 0.15188 hartree/bohr
HOMO level ... -0.26900 Eh
Total charge ... 0



Entry from OMol25: C2H5NO2S in the gas phase at a distorted geometry (wB97M-V/def2-TZVPD).

Structure (XYZ):
```
11
Properties=species:S:1:pos:R:3:nbo_charge:R:1
C 0.45 0.94 -0.03 -0.1575
C -0.74 0.08 -0.56 0.0464
H 1.85 -0.17 -0.86 0.4916
H 0.20 1.42 0.93 0.2171
H 0.64 1.72 -0.74 0.2107
H -1.77 -1.58 0.15 0.4097
H 0.63 -0.78 1.25 0.4954
N -0.96 -0.97 0.26 -0.2758
O 1.65 0.14 0.05 -0.7298
O -0.25 -1.20 1.44 -0.5386
S -1.71 0.40 -1.87 -0.1691
```

Spin multiplicity ... 1
Frontier orbital gap ... 0.3306 Eh
Relative energy (zero: lowest compared OMol25 entry of this formula, charge and spin) ... 54.0 kcal/mol
Strongest force on any atom ... 0.02467 hartree/bohr
HOMO level ... -0.31853 Eh
Total charge ... 0